[1]
C25H65N5O10S5 | wB97M-V/def2-TZVPD

The highest occupied orbital energy comes out at -8.3 eV. The calculation puts the energy above the lowest of the compared OMol25 structures with the same formula, charge and spin at 59.9 kJ/mol.

Last column: Löwdin charge in e.
Atoms and positions in Å:
C: -25.260 -16.052 2.895  -0.007
C: -23.946 -15.661 3.560  -0.564
O: -23.944 -15.315 4.730  0.039
N: -22.839 -15.854 2.824  0.013
C: -21.483 -15.486 3.208  -0.046
H: -25.620 -16.970 3.358  0.085
H: -25.177 -16.171 1.816  0.039
H: -25.984 -15.278 3.147  0.069
H: -22.865 -16.291 1.918  0.094
H: -21.484 -15.259 4.273  0.086
H: -21.183 -14.570 2.689  0.074
H: -20.774 -16.266 2.946  0.069
C: -30.343 -12.619 0.188  -0.003
C: -28.930 -12.341 0.663  -0.535
O: -28.623 -11.442 1.422  0.049
N: -28.012 -13.230 0.191  0.019
C: -26.642 -13.142 0.650  -0.077
H: -30.479 -13.707 0.238  0.077
H: -30.489 -12.332 -0.853  0.080
H: -31.152 -12.237 0.803  0.081
H: -28.207 -13.877 -0.551  0.130
H: -26.362 -12.131 0.935  0.053
H: -25.931 -13.412 -0.136  0.045
H: -26.436 -13.830 1.472  0.071
C: -23.273 -12.302 1.116  0.007
C: -21.952 -11.619 0.830  -0.547
O: -21.812 -10.444 1.135  0.040
N: -20.951 -12.411 0.388  0.025
C: -19.644 -11.894 0.030  -0.070
H: -23.192 -13.289 1.577  0.067
H: -23.874 -12.424 0.212  0.048
H: -23.771 -11.630 1.808  0.067
H: -21.228 -13.342 0.108  0.068
H: -19.711 -11.059 -0.668  0.052
H: -19.036 -12.624 -0.498  0.067
H: -19.162 -11.523 0.931  0.094
C: -21.691 -8.199 -6.109  -0.003
C: -20.875 -8.838 -5.007  -0.556
O: -19.964 -9.605 -5.273  0.037
N: -21.252 -8.559 -3.736  0.011
C: -20.522 -9.032 -2.590  -0.070
H: -21.027 -7.545 -6.678  0.086
H: -22.497 -7.544 -5.778  0.070
H: -22.035 -9.004 -6.752  0.084
H: -21.885 -7.794 -3.573  0.129
H: -20.086 -10.000 -2.803  0.050
H: -21.185 -9.252 -1.748  0.079
H: -19.730 -8.382 -2.216  0.097
C: -21.740 -9.540 4.421  0.002
C: -21.741 -8.435 5.471  -0.556
O: -20.803 -8.271 6.233  0.032
N: -22.846 -7.649 5.459  -0.001
C: -23.202 -6.781 6.552  -0.087
H: -21.856 -9.107 3.428  0.071
H: -22.617 -10.158 4.623  0.068
H: -20.824 -10.102 4.555  0.080
H: -23.433 -7.603 4.643  0.118
H: -24.280 -6.753 6.724  0.074
H: -22.869 -5.753 6.386  0.078
H: -22.780 -7.150 7.485  0.083
C: -25.826 -10.747 3.503  -0.259
S: -26.674 -9.776 4.780  0.825
O: -25.950 -8.468 4.884  -0.568
C: -28.187 -9.459 3.858  -0.278
H: -25.878 -10.176 2.581  0.053
H: -26.340 -11.712 3.485  0.050
H: -24.825 -10.974 3.866  0.033
H: -28.902 -10.274 3.883  0.046
H: -27.983 -9.055 2.867  0.055
H: -28.604 -8.608 4.408  0.045
C: -24.088 -10.507 -2.520  -0.253
S: -25.766 -10.401 -1.848  0.800
O: -25.473 -10.074 -0.421  -0.540
C: -26.267 -8.874 -2.676  -0.252
H: -23.544 -11.246 -1.938  0.036
H: -23.683 -9.508 -2.364  0.034
H: -24.018 -10.727 -3.588  0.060
H: -25.417 -8.211 -2.827  0.047
H: -27.012 -8.429 -2.019  0.055
H: -26.739 -9.101 -3.633  0.051
C: -17.389 -11.219 -3.211  -0.259
S: -16.656 -10.041 -2.039  0.816
O: -17.165 -10.399 -0.696  -0.540
C: -14.986 -10.688 -2.304  -0.273
H: -17.146 -12.241 -2.917  0.051
H: -17.055 -11.031 -4.231  0.061
H: -18.464 -11.092 -3.207  0.011
H: -14.947 -11.775 -2.274  0.052
H: -14.326 -10.264 -1.548  0.050
H: -14.667 -10.312 -3.277  0.051
C: -23.394 -17.172 -1.417  -0.256
S: -23.636 -15.522 -0.737  0.826
O: -22.254 -15.042 -0.416  -0.559
C: -24.173 -14.710 -2.272  -0.231
H: -24.407 -17.526 -1.651  0.056
H: -23.061 -17.843 -0.629  0.053
H: -22.820 -17.185 -2.339  0.062
H: -24.939 -13.973 -2.034  0.022
H: -24.631 -15.393 -2.986  0.056
H: -23.284 -14.231 -2.679  0.064
C: -18.143 -18.285 -1.190  -0.251
S: -19.588 -17.359 -0.569  0.804
O: -19.655 -17.535 0.915  -0.560
C: -18.863 -15.688 -0.697  -0.247
H: -17.675 -17.740 -2.005  0.045
H: -18.543 -19.219 -1.585  0.039
H: -17.505 -18.502 -0.337  0.058
H: -18.076 -15.631 0.052  0.066
H: -19.667 -15.005 -0.434  0.007
H: -18.475 -15.479 -1.694  0.051

=====

[2]
C25H66AgMnN6O9 | wB97M-V/def2-TZVPD

The highest occupied orbital energy (spin up / spin down) comes out at -13.6 / -13.6 eV. Its charge is +2. The calculation puts the energy above the lowest of the compared OMol25 structures with the same formula, charge and spin at 126.0 kJ/mol. Its multiplicity is 7.

Last column: Mulliken spin population.
Atoms and positions in Å:
Ag: -0.943 0.166 3.055  0.001
Mn: 3.241 -0.345 1.768  4.891
C: 0.823 -0.310 0.796  -0.067
O: -0.319 0.229 0.682  -0.015
O: 1.189 -0.681 1.960  0.109
O: 1.864 -0.044 0.062  0.013
C: 0.971 4.387 -0.099  0.000
C: -0.431 3.821 -0.409  0.002
C: -1.234 4.843 -1.219  0.000
O: -1.394 6.059 -0.527  0.000
C: -2.163 6.980 -1.282  0.000
N: -0.354 2.623 -1.244  -0.001
H: 1.776 4.128 -0.796  0.000
H: 1.415 4.059 0.851  0.000
H: 1.047 5.471 0.018  0.000
H: -0.902 3.654 0.560  0.000
H: -2.194 4.334 -1.373  0.000
H: -0.759 5.004 -2.191  0.000
H: -3.186 6.607 -1.347  0.000
H: -1.663 7.296 -2.203  0.000
H: -2.130 7.913 -0.713  0.000
H: 0.557 2.655 -1.705  0.000
H: -0.116 1.834 -0.634  0.004
C: -1.898 -3.822 0.954  0.002
C: -2.029 -2.969 2.210  -0.001
C: -0.904 -3.180 3.221  -0.002
O: -0.913 -4.507 3.741  0.000
C: 0.189 -4.826 4.546  0.000
N: -2.242 -1.538 1.945  0.005
H: -2.872 -4.024 0.490  -0.001
H: -1.622 -4.868 1.107  0.000
H: -1.259 -3.396 0.174  0.003
H: -2.954 -3.169 2.759  0.000
H: -1.231 -2.660 4.146  0.000
H: 0.097 -2.750 3.094  0.003
H: -0.119 -5.699 5.125  0.000
H: 0.372 -3.980 5.222  0.000
H: 1.089 -5.166 4.018  0.000
H: -1.831 -1.375 1.032  0.017
H: -3.235 -1.419 1.751  -0.004
C: -4.011 3.600 1.359  0.000
C: -3.923 2.245 2.037  0.000
C: -4.666 1.247 1.113  -0.003
O: -4.909 0.012 1.767  0.001
C: -6.260 -0.240 2.118  0.000
N: -2.467 1.868 2.205  0.000
H: -3.457 4.387 1.879  0.000
H: -4.999 4.003 1.134  0.000
H: -3.515 3.608 0.380  0.000
H: -4.328 2.183 3.047  0.000
H: -4.079 0.983 0.233  0.006
H: -5.581 1.708 0.740  0.000
H: -6.614 0.119 3.087  0.000
H: -6.510 -1.291 1.976  0.000
H: -6.897 0.283 1.393  0.000
H: -2.011 2.726 2.517  0.000
H: -2.244 1.849 1.206  -0.001
C: 5.050 -3.085 4.604  0.006
C: 4.637 -2.241 3.368  -0.022
C: 3.800 -3.180 2.478  0.002
O: 3.387 -2.512 1.267  0.036
C: 2.496 -3.310 0.481  -0.001
N: 3.857 -1.057 3.775  0.024
H: 4.267 -3.744 4.974  -0.001
H: 5.515 -2.411 5.323  0.000
H: 5.865 -3.766 4.343  0.001
H: 5.559 -1.946 2.864  -0.009
H: 2.847 -3.460 2.941  0.004
H: 4.403 -4.055 2.235  0.001
H: 1.502 -3.239 0.935  0.004
H: 2.679 -4.387 0.460  0.001
H: 2.612 -2.935 -0.532  -0.002
H: 4.446 -0.352 4.214  0.010
H: 3.266 -1.377 4.541  0.007
C: 5.337 0.326 -3.590  0.000
C: 3.910 0.306 -3.063  -0.002
C: 3.290 -1.096 -3.083  -0.002
O: 3.277 -1.671 -4.346  0.001
C: 2.317 -1.234 -5.277  0.001
N: 4.014 0.812 -1.654  0.004
H: 5.291 -0.080 -4.609  0.000
H: 6.029 -0.372 -3.119  0.000
H: 5.805 1.308 -3.596  0.000
H: 3.229 1.021 -3.544  0.001
H: 2.373 -1.213 -2.481  0.001
H: 3.998 -1.702 -2.497  -0.001
H: 2.796 -1.303 -6.253  0.000
H: 1.985 -0.198 -5.156  -0.001
H: 1.426 -1.871 -5.281  0.000
H: 3.145 0.585 -1.182  0.002
H: 4.091 1.808 -1.827  -0.001
C: -2.710 -1.543 -3.439  -0.005
C: -1.512 -1.015 -2.649  0.024
C: -0.746 0.120 -3.307  0.106
O: -1.616 1.056 -3.902  0.006
C: -0.918 2.106 -4.549  0.007
N: -1.966 -0.574 -1.356  0.864
H: -2.395 -1.953 -4.393  -0.001
H: -3.412 -0.713 -3.551  -0.003
H: -3.286 -2.262 -2.857  0.001
H: -0.783 -1.813 -2.481  0.021
H: -0.056 -0.242 -4.075  0.028
H: -0.052 0.630 -2.632  -0.011
H: -0.163 2.623 -3.952  0.000
H: -1.658 2.863 -4.800  0.001
H: -0.427 1.769 -5.464  -0.002
H: -2.752 0.084 -1.384  -0.025
H: -1.310 -0.133 -0.654  -0.036

=====

[3]
C25H66BrIN18O14 | wB97M-V/def2-TZVPD

The highest occupied orbital energy comes out at -9.1 eV. The calculation puts the energy above the lowest of the compared OMol25 structures with the same formula, charge and spin at 0.0 kJ/mol. The structure (SMILES) is CCOC(=O)CCCCO[C@H](CCCI)CO[C@@H](Br)C[C@H](C)O.NC(N)=O.NC(N)=O.NC(N)=O.NC(N)=O.NC(N)=O.NC(N)=O.NC(N)=O.NC(N)=O.NC(N)=O.

Last column: Löwdin charge in e.
Atoms and positions in Å:
C: -3.784 -3.461 -2.671  -0.062
C: -4.611 -3.288 -3.930  -0.200
O: -4.394 -2.020 -4.578  -0.058
C: -4.785 -0.944 -3.811  -0.448
O: -5.977 -0.694 -3.624  0.111
C: -3.667 -0.104 -3.261  -0.092
C: -3.048 0.785 -4.353  -0.165
C: -2.513 2.126 -3.843  -0.154
C: -3.554 2.985 -3.128  -0.190
O: -3.045 3.587 -1.948  -0.103
C: -3.214 2.798 -0.783  -0.333
C: -4.633 2.858 -0.246  -0.138
C: -4.939 1.909 0.908  -0.283
C: -4.679 0.429 0.590  -0.621
I: -3.324 -0.522 1.959  0.746
C: -2.174 3.269 0.209  -0.157
O: -1.049 2.416 0.116  -0.177
C: 0.067 2.869 0.797  -0.654
Br: -0.242 2.466 2.725  0.696
C: 1.267 2.123 0.242  -0.151
C: 2.629 2.734 0.606  -0.430
C: 3.726 1.672 0.465  -0.045
O: 2.652 3.256 1.922  -0.076
H: -2.784 -3.060 -2.825  0.080
H: -4.234 -2.913 -1.844  0.076
H: -3.680 -4.506 -2.407  0.056
H: -5.669 -3.354 -3.685  0.120
H: -4.359 -4.054 -4.652  0.119
H: -4.064 0.489 -2.446  0.080
H: -2.916 -0.768 -2.841  0.121
H: -3.734 0.932 -5.184  0.128
H: -2.192 0.256 -4.764  0.091
H: -2.154 2.662 -4.717  0.078
H: -1.640 1.942 -3.220  0.124
H: -3.846 3.803 -3.782  0.127
H: -4.473 2.432 -2.933  0.107
H: -2.966 1.763 -1.040  0.132
H: -5.366 2.676 -1.030  0.118
H: -4.807 3.877 0.102  0.130
H: -5.978 1.994 1.213  0.109
H: -4.356 2.194 1.780  0.068
H: -5.597 -0.143 0.631  0.037
H: -4.240 0.267 -0.385  0.000
H: -2.568 3.267 1.226  0.097
H: -1.920 4.300 -0.042  0.141
H: 0.150 3.949 0.705  0.116
H: 1.166 1.076 0.517  0.120
H: 1.191 2.198 -0.841  0.129
H: 2.853 3.517 -0.120  0.137
H: 3.573 0.957 1.260  0.046
H: 4.717 2.109 0.479  0.088
H: 3.550 1.123 -0.458  0.082
H: 3.372 2.841 2.394  0.079
C: 5.005 -1.968 0.563  -0.657
O: 4.038 -1.431 1.088  0.004
N: 5.109 -2.101 -0.791  0.158
N: 6.045 -2.470 1.288  0.163
H: 5.888 -2.536 -1.246  0.095
H: 4.356 -1.743 -1.348  0.103
H: 5.996 -2.385 2.287  0.108
H: 6.845 -2.911 0.877  0.096
C: 0.454 4.311 -5.529  -0.669
O: -0.320 3.367 -5.626  0.004
N: 0.444 5.138 -4.439  0.158
N: 1.379 4.619 -6.479  0.163
H: 1.067 5.915 -4.333  0.094
H: -0.225 4.941 -3.718  0.098
H: 1.410 4.031 -7.289  0.098
H: 2.019 5.397 -6.405  0.050
C: 3.142 0.273 4.758  -0.668
O: 4.285 0.043 5.139  0.000
N: 2.660 -0.185 3.576  0.181
N: 2.259 1.011 5.498  0.155
H: 1.728 0.002 3.253  0.074
H: 3.273 -0.736 2.993  0.068
H: 2.577 1.371 6.378  0.101
H: 1.321 1.204 5.198  0.068
C: 0.058 -1.532 8.785  -0.669
O: -0.743 -2.443 8.977  -0.006
N: 0.305 -0.582 9.719  0.165
N: 0.769 -1.426 7.623  0.163
H: 0.983 0.145 9.610  0.099
H: -0.183 -0.662 10.590  0.105
H: 0.607 -2.124 6.922  0.103
H: 1.433 -0.698 7.438  0.068
C: 6.390 -2.883 7.240  -0.691
O: 7.435 -3.491 7.410  0.006
N: 5.208 -3.297 7.799  0.146
N: 6.304 -1.749 6.488  0.156
H: 4.339 -2.812 7.680  0.085
H: 5.232 -4.124 8.363  0.097
H: 7.150 -1.414 6.069  0.099
H: 5.450 -1.239 6.332  0.047
C: 1.302 -3.312 11.987  -0.679
O: 1.819 -2.279 11.592  0.007
N: 1.744 -3.972 13.104  0.142
N: 0.241 -3.882 11.343  0.162
H: 1.335 -4.819 13.445  0.087
H: 2.522 -3.573 13.594  0.097
H: -0.115 -3.416 10.517  0.052
H: -0.198 -4.728 11.651  0.092
C: -2.023 -2.287 -7.803  -0.679
O: -2.725 -3.277 -7.905  0.026
N: -2.090 -1.434 -6.738  0.161
N: -1.100 -1.946 -8.762  0.139
H: -1.515 -0.619 -6.649  0.084
H: -2.757 -1.645 -6.012  0.070
H: -1.024 -2.549 -9.558  0.096
H: -0.513 -1.138 -8.703  0.085
C: 3.680 7.118 -7.921  -0.664
O: 3.603 6.550 -6.839  0.001
N: 3.840 6.434 -9.090  0.158
N: 3.616 8.475 -8.035  0.158
H: 3.906 6.876 -9.987  0.096
H: 3.899 5.435 -9.034  0.104
H: 3.501 9.002 -7.190  0.106
H: 3.678 8.961 -8.908  0.096
C: -3.560 -7.752 -3.373  -0.674
O: -3.155 -6.622 -3.578  0.025
N: -3.252 -8.447 -2.234  0.148
N: -4.354 -8.416 -4.267  0.150
H: -3.575 -9.376 -2.047  0.090
H: -2.671 -7.986 -1.561  0.101
H: -4.594 -7.933 -5.112  0.104
H: -4.699 -9.345 -4.121  0.090

=====

[4]
C25H66N2O9 | wB97M-V/def2-TZVPD

The highest occupied orbital energy (spin up / spin down) comes out at 0.6 / -6.4 eV. Its charge is -1. Its multiplicity is 2.

Last column: Mulliken spin population.
Atoms and positions in Å:
C: -1.366 0.263 1.134  0.284
O: -1.670 -0.009 -0.218  -0.636
H: -1.303 1.328 1.358  0.084
H: -2.212 -0.205 1.638  -0.073
H: -0.487 -0.302 1.443  -0.022
H: -1.042 0.491 -0.745  0.036
C: 1.610 -1.260 -1.127  -0.150
O: 2.733 -1.673 -1.872  0.006
C: 2.988 -0.965 -3.076  0.015
C: 3.927 0.250 -2.873  -0.047
N: 5.393 -0.017 -2.967  -0.006
C: 5.751 -1.087 -1.970  0.012
C: 5.770 -0.636 -0.501  -0.027
O: 6.769 0.350 -0.317  -0.073
C: 6.859 0.757 1.043  0.112
H: 0.693 -1.348 -1.711  -0.002
H: 1.863 -0.211 -0.972  0.064
H: 1.424 -1.768 -0.181  -0.048
H: 2.026 -0.697 -3.512  0.004
H: 3.457 -1.663 -3.770  0.001
H: 3.714 0.750 -1.928  0.037
H: 3.691 1.029 -3.598  0.010
H: 5.951 0.820 -2.889  0.001
H: 6.758 -1.433 -2.203  0.002
H: 5.081 -1.947 -1.950  -0.003
H: 6.168 -1.427 0.135  0.002
H: 4.777 -0.279 -0.230  0.042
H: 7.829 1.249 1.102  -0.030
H: 6.900 -0.094 1.723  0.014
H: 6.121 1.525 1.274  0.012
C: -6.155 -0.919 -3.852  0.050
O: -5.309 -1.903 -3.200  -0.015
C: -4.705 -1.386 -2.070  -0.011
C: -4.101 -2.592 -1.342  0.006
N: -3.397 -2.280 -0.065  -0.192
C: -2.960 -3.563 0.482  0.011
C: -2.315 -3.358 1.813  0.023
O: -1.080 -2.673 1.688  -0.126
C: -0.248 -2.670 2.872  0.066
H: -6.101 -1.190 -4.906  -0.002
H: -5.792 0.103 -3.739  -0.016
H: -7.161 -0.960 -3.434  0.000
H: -5.425 -0.918 -1.399  0.031
H: -3.975 -0.633 -2.367  -0.019
H: -3.214 -2.748 -1.957  0.001
H: -4.794 -3.433 -1.339  0.000
H: -2.687 -1.567 -0.153  0.020
H: -2.231 -4.044 -0.169  0.005
H: -3.841 -4.203 0.512  -0.001
H: -2.153 -4.391 2.121  0.009
H: -2.986 -2.910 2.545  -0.021
H: 0.836 -2.612 2.774  0.003
H: -0.302 -3.602 3.433  0.026
H: -0.639 -1.868 3.498  0.039
C: 0.617 2.464 -4.003  0.040
C: -0.551 1.737 -3.328  0.562
C: -1.036 0.542 -4.101  0.002
O: -0.119 1.332 -2.018  0.727
H: 1.392 1.723 -4.199  0.052
H: 0.972 3.369 -3.511  -0.003
H: 0.320 2.812 -4.993  -0.011
H: -1.371 2.451 -3.243  -0.026
H: -1.224 0.731 -5.157  -0.007
H: -1.982 0.099 -3.788  0.069
H: -0.287 -0.243 -4.205  -0.006
H: -0.027 2.141 -1.508  0.084
C: 2.912 0.411 2.770  -0.081
C: 2.996 -0.377 4.119  0.037
C: 3.848 0.233 5.194  0.108
O: 1.703 -0.572 4.645  -0.202
H: 3.899 0.353 2.311  0.111
H: 2.793 1.467 3.013  -0.020
H: 2.122 -0.010 2.148  0.105
H: 3.405 -1.346 3.833  -0.014
H: 3.377 1.186 5.435  -0.017
H: 4.893 0.303 4.894  0.017
H: 3.819 -0.350 6.115  -0.042
H: 1.719 -1.360 5.195  0.064
C: 2.272 2.881 0.038  0.409
C: 1.084 3.640 0.632  0.435
C: 1.080 5.171 0.434  0.731
O: -0.162 3.157 0.077  -2.370
H: 2.539 3.171 -0.978  0.172
H: 2.144 1.798 0.048  0.128
H: 3.113 3.246 0.629  -0.145
H: 1.066 3.418 1.698  -0.427
H: 2.101 5.537 0.324  -0.116
H: 0.638 5.666 1.298  -0.108
H: 0.553 5.561 -0.437  -0.019
H: -0.923 3.594 0.465  1.155
C: -5.224 0.570 1.236  0.084
C: -5.444 -0.366 2.414  0.036
C: -6.732 -0.096 3.233  -0.011
O: -5.437 -1.680 1.877  -0.009
H: -4.700 0.105 0.401  0.063
H: -4.772 1.513 1.545  -0.113
H: -6.233 0.814 0.904  0.026
H: -4.557 -0.253 3.037  0.037
H: -7.630 -0.178 2.621  0.003
H: -6.771 0.874 3.727  -0.017
H: -6.956 -0.944 3.881  0.004
H: -4.679 -1.771 1.295  -0.004